{"formula": "C4HErLiO2", "method": "ωB97M-V with the def2-TZVPD basis set", "homo_lumo_gap_ev": [5.475, 4.952], "lumo_ev": [-0.698, -1.226], "largest_force_ev_per_a": 4.1, "spin_multiplicity": 5, "species": ["O", "C", "C", "C", "Li", "C", "O", "Er", "H"], "positions_angstrom": [[3.3982, 0.0198, 0.1404], [2.1779, -0.0440, -0.0018], [0.9220, -0.1159, 0.2377], [-0.3743, -0.7769, 0.2415], [-0.9668, -2.5311, -0.5129], [-1.5410, 0.0904, 0.1318], [-1.4866, 1.3988, -0.1502], [0.4267, 2.2379, -0.4662], [-2.5560, -0.2790, 0.3797]], "lowdin_charge": [-0.046, -0.426, -0.371, -0.332, 0.702, -0.451, -0.481, 1.339, 0.067]}

=====

{"formula": "C4HErLiO4", "method": "ωB97M-V with the def2-TZVPD basis set", "charge": 3, "homo_lumo_gap_ev": [5.681, 5.296], "lumo_ev": [-15.895, -16.284], "largest_force_ev_per_a": 6.0, "spin_multiplicity": 4, "species": ["O", "C", "C", "C", "H", "Li", "O", "C", "O", "O", "Er"], "positions_angstrom": [[0.1262, -0.6535, 1.2781], [-0.2527, 0.4060, 1.3938], [0.4226, -3.8931, 3.2182], [-0.4713, -3.1112, 3.5494], [-1.4599, -2.6819, 3.5870], [0.6542, -2.6691, 1.1367], [1.4501, -3.6994, 4.2260], [2.5006, -3.1701, 3.5870], [3.6371, -3.2517, 4.0669], [2.3224, -3.1231, 2.3167], [4.9255, -3.0692, 2.1434]], "lowdin_charge": [-0.042, 0.134, -0.056, 0.314, 0.124, 0.787, 0.123, -0.694, -0.010, -0.163, 2.483]}

=====

{"formula": "C4HNO3S2", "method": "ωB97M-V with the def2-TZVPD basis set", "homo_lumo_gap_ev": [7.729, 7.730], "lumo_ev": [-0.673, -0.673], "largest_force_ev_per_a": 1.9, "relative_energy_kj_mol": 0.0, "species": ["C", "C", "C", "C", "N", "O", "O", "O", "S", "S", "H"], "positions_angstrom": [[1.5069, 0.3998, -1.9171], [0.1688, -1.1557, -0.5806], [-0.8349, 2.1914, 1.0665], [0.2011, -1.3188, 0.8299], [0.8903, -0.3455, -1.2211], [0.8595, -0.7632, 1.6415], [-1.2173, 1.5315, 0.2040], [-0.5862, 2.9264, 1.9188], [-1.1089, -2.5604, 1.0838], [-1.0502, -2.3770, -1.0149], [1.1708, 1.4714, -2.0109]], "lowdin_charge": [0.116, -0.686, -0.414, -0.838, -0.003, 0.071, 0.205, 0.223, 0.632, 0.607, 0.087]}

=====

{"formula": "C4HO2Pb", "method": "ωB97M-V with the def2-TZVPD basis set", "homo_lumo_gap_ev": [5.407, 6.402], "lumo_ev": [-1.202, -1.175], "largest_force_ev_per_a": 5.5, "spin_multiplicity": 2, "relative_energy_kj_mol": 51.3, "species": ["O", "C", "C", "H", "C", "C", "O", "Pb"], "positions_angstrom": [[-1.1824, 2.5639, -2.1174], [-0.5533, 1.5503, -1.5915], [-0.0536, 0.4021, -1.5130], [-2.1304, 2.3981, -2.2102], [0.1725, -0.5454, -0.1802], [0.0880, 0.6243, 0.5411], [-0.6838, -1.5293, 0.1299], [-0.0890, -1.3029, 2.1507]], "lowdin_charge": [0.086, -0.204, 0.047, 0.136, -0.716, -0.074, -0.466, 1.190]}